Entry from OMol25: the molecule C3H3N3 (ωB97M-V/def2-TZVPD).

The geometry in XYZ format:
```
9
Properties=species:S:1:pos:R:3:forces:R:3
C 0.565 0.682 -0.738 -0.15 -0.02 -0.12
N 0.659 0.062 0.504 -0.23 0.12 0.00
H 1.464 1.106 -1.175 -0.10 0.04 0.18
C -1.632 0.234 -0.682 0.09 -0.15 -0.11
N -1.364 -0.949 -0.044 0.14 0.08 0.02
H -0.017 -1.816 1.261 -0.02 0.21 0.04
N -0.544 0.669 -1.392 0.07 -0.05 0.12
C -0.270 -0.965 0.635 -0.16 -0.02 -0.11
H 1.022 0.549 1.310 0.36 -0.20 -0.02
```
Positions in Å, forces in eV/Å.

Summary:
**ΔE to the lowest compared entry with this formula, charge and spin**: 3.116 eV